Record 1
{
  "formula": "C32H35F6N2O8P2S2TeV",
  "method": "the ωB97M-V functional and the def2-TZVPD basis",
  "relative_energy_kcal_mol": 9.38,
  "homo_energy_ha": [-0.1589, -0.1806],
  "charge": -1,
  "spin_multiplicity": 4,
  "homo_lumo_gap_ev": [6.7, 7.3],
  "symbols": ["V", "C", "C", "C", "C", "C", "C", "P", "C", "C", "C", "C", "C", "C", "C", "C", "C", "C", "C", "C", "H", "H", "H", "H", "H", "H", "H", "H", "H", "H", "H", "H", "H", "H", "O", "C", "C", "C", "C", "C", "C", "C", "C", "N", "H", "H", "H", "H", "H", "H", "H", "H", "H", "H", "H", "F", "C", "F", "F", "S", "O", "O", "N", "S", "O", "O", "C", "F", "F", "F", "C", "C", "O", "P", "O", "Te", "O", "C", "C", "H", "H", "H", "H", "H", "H", "H", "H", "H", "H"],
  "coordinates": [[0.20872, 0.19378, -0.35560], [0.01299, -5.89228, 0.39819], [1.11169, -5.26883, 0.97505], [1.03947, -3.92868, 1.32076], [-0.13258, -3.19572, 1.12764], [-1.22258, -3.82740, 0.53941], [-1.14701, -5.16579, 0.17444], [-0.14057, -1.40988, 1.55010], [0.05436, -1.41674, 3.37737], [0.22679, -2.54700, 4.17035], [0.35848, -2.43141, 5.54954], [0.32306, -1.18514, 6.15251], [0.14868, -0.05100, 5.36946], [0.01696, -0.16314, 3.99479], [-1.83427, -0.87099, 1.23166], [-2.97579, -1.11152, 1.99793], [-4.19972, -0.72036, 1.48805], [-4.25533, -0.12069, 0.22382], [-3.10012, 0.12576, -0.49988], [-1.82349, -0.20826, -0.00694], [0.06742, -6.93424, 0.11037], [2.02927, -5.81974, 1.13790], [1.90991, -3.44603, 1.75432], [-2.12805, -3.26476, 0.35046], [-2.00142, -5.63939, -0.29180], [0.23703, -3.53109, 3.72317], [0.48615, -3.32313, 6.15081], [0.42590, -1.09602, 7.22672], [0.11880, 0.92794, 5.83061], [-0.11852, 0.72438, 3.38946], [-2.90804, -1.59597, 2.96690], [-5.10851, -0.88406, 2.05508], [-5.22087, 0.16366, -0.18232], [-3.18649, 0.62166, -1.46371], [0.02378, 1.46828, -2.18519], [0.39286, 2.83105, -2.45266], [1.89513, 3.02318, -2.50801], [2.58718, 2.62763, -1.18978], [3.16964, 1.24241, -1.19470], [4.39459, 0.99788, -1.81398], [4.94913, -0.26316, -1.76831], [4.27383, -1.26374, -1.08358], [3.05413, -0.95341, -0.52120], [2.49154, 0.26138, -0.58627], [0.54493, 0.91065, -2.79543], [-0.03401, 3.42527, -1.64724], [-0.07586, 3.13119, -3.39544], [2.07776, 4.07977, -2.71881], [2.31382, 2.45644, -3.34474], [1.88529, 2.70291, -0.35875], [3.39931, 3.32553, -0.97712], [4.88989, 1.80741, -2.33344], [5.89199, -0.46782, -2.25920], [4.66359, -2.26923, -1.00962], [2.46524, -1.71468, -0.02194], [1.84141, -3.74126, -1.75311], [1.82062, -3.30676, -3.01179], [3.05978, -2.99140, -3.36425], [1.39195, -4.29225, -3.79263], [0.65234, -1.83786, -3.16111], [0.30410, -1.54358, -1.78243], [-0.38291, -2.27916, -4.04365], [1.52005, -0.61836, -3.66991], [1.92322, -0.44848, -5.20916], [2.17479, -1.68609, -5.88500], [2.86438, 0.62833, -5.27731], [0.37628, 0.23428, -6.01212], [0.71723, 1.18726, -6.88111], [-0.27287, -0.72075, -6.66671], [-0.44424, 0.76912, -5.11031], [-3.06277, 4.03260, -1.45154], [-2.79268, 3.65088, -0.01568], [-1.58974, 2.88608, 0.01571], [-0.60819, 2.89777, 1.27931], [0.33268, 1.73275, 1.07129], [0.31387, 5.04859, 1.54502], [-1.55149, 2.47036, 2.50319], [-2.30774, 3.34996, 3.33333], [-1.98678, 3.05149, 4.77873], [-4.03062, 4.53195, -1.52962], [-3.07356, 3.14634, -2.08655], [-2.29219, 4.71176, -1.81689], [-3.59296, 3.02435, 0.38788], [-2.68429, 4.54441, 0.60844], [-3.36262, 3.16760, 3.11561], [-2.06943, 4.38989, 3.08899], [-2.20810, 2.01107, 5.01707], [-2.57623, 3.69423, 5.43527], [-0.92940, 3.23801, 4.96986]],
  "atomic_forces_ev_per_a": [[0.78, 0.39, -0.35], [0.01, 0.03, 0.00], [-0.04, 0.03, -0.03], [0.05, -0.01, 0.03], [0.10, 0.06, 0.06], [-0.03, 0.00, -0.03], [0.01, 0.01, 0.00], [-0.32, -0.51, 0.42], [0.11, 0.14, -0.05], [-0.10, -0.03, 0.01], [0.01, -0.01, -0.03], [-0.02, 0.02, -0.01], [0.00, 0.00, 0.00], [0.07, -0.01, -0.01], [-0.01, -0.09, 0.00], [0.03, -0.05, -0.03], [-0.03, 0.05, -0.06], [-0.01, -0.05, 0.09], [0.10, 0.07, 0.02], [-0.76, -0.10, 0.19], [0.00, -0.02, 0.00], [0.01, -0.01, 0.01], [0.00, 0.01, 0.02], [-0.01, 0.01, 0.01], [-0.01, -0.01, -0.01], [0.02, -0.02, -0.04], [0.00, -0.01, 0.00], [0.01, 0.00, 0.01], [0.00, 0.02, 0.00], [0.00, 0.02, -0.02], [0.02, -0.01, 0.01], [-0.01, 0.00, 0.00], [-0.01, 0.01, -0.01], [0.00, 0.00, 0.00], [0.40, -0.25, 0.03], [-0.07, -0.02, 0.08], [0.00, -0.01, 0.01], [-0.04, 0.00, 0.01], [-0.01, 0.00, 0.05], [-0.03, 0.03, 0.04], [0.01, -0.04, -0.02], [0.01, 0.05, 0.03], [-0.09, -0.03, -0.03], [0.04, -0.11, -0.20], [-0.16, 0.02, -0.07], [-0.01, -0.02, -0.03], [0.03, 0.01, 0.00], [-0.01, 0.00, 0.02], [0.04, 0.00, -0.05], [0.05, 0.04, 0.00], [0.00, 0.00, -0.04], [0.02, 0.01, 0.00], [0.01, 0.00, 0.00], [0.00, 0.00, 0.00], [0.01, 0.01, 0.00], [-0.01, -0.04, 0.04], [-0.19, 0.03, -0.08], [0.15, 0.06, -0.05], [0.03, -0.04, 0.01], [-0.17, 0.12, 0.19], [0.14, -0.03, -0.26], [0.11, 0.04, 0.09], [-0.04, -0.04, -0.07], [0.01, -0.05, 0.25], [0.05, 0.08, 0.01], [-0.04, -0.01, -0.06], [0.07, -0.18, -0.06], [0.01, 0.03, -0.09], [-0.04, 0.04, -0.01], [-0.05, 0.11, 0.09], [-0.08, 0.06, -0.02], [0.00, -0.07, 0.02], [0.00, 0.01, -0.14], [0.17, -0.24, 0.05], [-0.28, 0.49, -0.11], [0.05, 0.02, 0.03], [0.00, -0.05, 0.13], [-0.04, 0.05, -0.03], [0.00, 0.02, 0.05], [0.00, 0.00, -0.02], [0.00, -0.03, 0.02], [0.02, 0.01, 0.01], [-0.02, 0.01, 0.00], [0.02, 0.00, -0.02], [-0.03, 0.01, 0.02], [0.01, -0.06, 0.02], [0.00, -0.03, -0.01], [-0.01, 0.01, 0.01], [0.01, 0.02, -0.01]],
  "mulliken_charge": [1.563, -0.569, -0.838, -0.416, 0.726, -0.616, -0.754, 1.171, 0.320, -0.568, -0.761, -0.530, -0.783, -0.262, 0.351, -0.665, -0.983, -0.571, -0.486, 0.910, 0.370, 0.428, 0.441, 0.379, 0.411, 0.351, 0.410, 0.371, 0.422, 0.330, 0.507, 0.351, 0.338, 0.351, 0.124, -0.447, -0.569, -0.454, 0.474, -0.774, -0.624, -0.807, -0.388, 0.493, -0.467, 0.032, 0.359, 0.552, 0.199, -0.516, 0.617, 0.427, 0.370, 0.519, 0.075, -0.052, 0.541, -0.225, -0.261, 0.938, -0.389, -0.682, -0.387, 1.036, -0.683, -0.684, 0.643, -0.261, -0.230, -0.164, -1.436, -0.301, 0.517, -0.756, -0.567, -0.378, 0.351, -0.269, -1.357, 0.425, 0.207, 0.308, 0.203, 0.461, 0.195, 0.364, 0.285, 0.461, 0.253]
}

=====

Record 2
{
  "formula": "C19H16IN2O5Pd",
  "method": "the ωB97M-V functional and the def2-TZVPD basis",
  "homo_energy_ha": [-0.3813, -0.3782],
  "charge": 1,
  "spin_multiplicity": 3,
  "homo_lumo_gap_ev": [6.4, 6.1],
  "symbols": ["Pd", "O", "C", "O", "C", "C", "C", "C", "C", "N", "C", "O", "O", "H", "H", "H", "H", "H", "C", "C", "C", "C", "C", "C", "C", "C", "C", "C", "H", "H", "H", "H", "H", "H", "H", "N", "C", "O", "C", "I", "H", "H", "H", "H"],
  "coordinates": [[0.48823, -0.50252, 0.16314], [-0.82192, -2.82360, -3.28519], [-0.43464, -2.23538, -2.16510], [0.29721, -1.27677, -2.10634], [-1.00849, -2.90258, -0.93865], [-1.85111, -4.00283, -0.98048], [-2.31049, -4.51512, 0.22161], [-1.91337, -3.92271, 1.41261], [-1.06927, -2.82499, 1.36342], [-0.64123, -2.33853, 0.20389], [-0.54523, -2.05908, 2.56936], [-0.91180, -2.44800, 3.77993], [0.19339, -1.11453, 2.43396], [-0.43325, -2.34564, -4.03685], [-2.13251, -4.43552, -1.92899], [-2.97437, -5.36845, 0.23436], [-2.27099, -4.32887, 2.34952], [-1.48930, -3.22018, 3.77775], [0.23776, 4.60592, -1.86270], [1.11622, 3.49949, -1.86256], [0.74719, 2.32806, -1.26753], [-0.51393, 2.18904, -0.63171], [-0.93176, 0.99660, 0.02906], [-2.16002, 0.92294, 0.61369], [-3.04344, 2.03134, 0.58787], [-2.66596, 3.18841, -0.02233], [-1.39481, 3.30005, -0.64193], [-0.98616, 4.50375, -1.26970], [0.53783, 5.52976, -2.33926], [2.08299, 3.58085, -2.34225], [1.43606, 1.48681, -1.29627], [-2.48145, 0.01679, 1.11926], [-4.01448, 1.95367, 1.05988], [-3.33247, 4.04190, -0.04273], [-1.66728, 5.34619, -1.26874], [3.09867, 1.04463, 1.55637], [3.52979, -0.01532, 0.86650], [2.78575, -0.87019, 0.37790], [5.01990, -0.15241, 0.68890], [5.78522, 1.37531, -0.58451], [2.11741, 1.18194, 1.74548], [3.74355, 1.74792, 1.87581], [5.23137, -1.10018, 0.21094], [5.55119, -0.06796, 1.63264]],
  "atomic_forces_ev_per_a": [[0.31, -0.02, -0.01], [0.08, 0.14, 0.00], [-0.18, -0.22, 0.18], [0.04, 0.02, -0.06], [0.00, 0.04, -0.18], [0.04, 0.02, -0.01], [-0.01, -0.01, 0.03], [-0.01, -0.03, -0.02], [0.02, 0.09, 0.26], [-0.09, 0.10, -0.01], [-0.11, -0.16, -0.16], [0.06, 0.05, -0.02], [-0.02, 0.02, 0.05], [-0.02, -0.03, -0.02], [-0.01, 0.00, 0.00], [0.01, 0.00, 0.00], [-0.01, -0.01, -0.01], [-0.02, -0.01, -0.01], [0.04, -0.05, -0.01], [-0.02, 0.06, -0.02], [0.08, -0.04, -0.01], [-0.06, -0.02, 0.04], [0.04, 0.03, -0.07], [-0.04, -0.06, 0.03], [0.02, -0.05, 0.01], [0.02, 0.01, -0.02], [-0.07, 0.08, 0.01], [0.00, -0.02, 0.00], [0.00, -0.01, 0.01], [0.00, 0.00, 0.00], [-0.03, -0.02, 0.02], [-0.01, 0.00, 0.00], [0.01, -0.01, 0.00], [0.01, 0.00, 0.00], [0.00, -0.01, 0.00], [0.00, 0.01, 0.13], [0.25, -0.02, -0.12], [-0.28, 0.13, 0.01], [0.00, 0.00, 0.04], [-0.02, 0.04, -0.02], [-0.01, -0.02, -0.05], [0.00, 0.01, -0.01], [-0.01, -0.03, 0.02], [-0.01, -0.01, 0.01]],
  "nbo_charge": [1.075, -0.641, 0.782, -0.574, 0.095, -0.161, -0.139, -0.185, 0.076, -0.419, 0.784, -0.614, -0.565, 0.523, 0.263, 0.251, 0.227, 0.497, -0.208, -0.192, -0.237, -0.029, -0.229, -0.287, -0.211, -0.176, -0.079, -0.177, 0.223, 0.219, 0.196, 0.194, 0.220, 0.219, 0.219, -0.783, 0.670, -0.692, -0.625, 0.144, 0.416, 0.417, 0.260, 0.250]
}

=====

Record 3
{
  "formula": "C10H16",
  "method": "the ωB97M-V functional and the def2-TZVPD basis",
  "relative_energy_kcal_mol": 20.08,
  "smiles": "CCc1ccccc1.CC",
  "homo_energy_ha": -0.3300,
  "spin_multiplicity": 1,
  "homo_lumo_gap_ev": 10.0,
  "symbols": ["C", "C", "H", "H", "H", "H", "H", "H", "C", "C", "C", "C", "C", "C", "C", "C", "H", "H", "H", "H", "H", "H", "H", "H", "H", "H"],
  "coordinates": [[-2.89115, 0.61612, 2.56743], [-1.72098, 1.53360, 2.21386], [-2.98907, -0.24752, 1.90834], [-2.79506, 0.27905, 3.60081], [-3.87216, 1.07197, 2.45453], [-1.95384, 2.59462, 2.32539], [-1.37160, 1.35990, 1.19612], [-0.88120, 1.36317, 2.88450], [2.33405, -0.47946, 0.08988], [3.28079, 0.62326, -0.44003], [1.15656, -0.76725, -0.80930], [-0.08857, -1.02139, -0.21693], [1.14531, -0.59274, -2.20099], [-1.26747, -1.20012, -0.89360], [-0.06102, -0.75451, -2.86431], [-1.26515, -1.16692, -2.29597], [2.93579, -1.37364, 0.23259], [2.00451, -0.06673, 1.04335], [3.08761, 0.95469, -1.45827], [-0.08030, -1.06756, 0.86715], [2.08462, -0.41261, -2.70334], [-2.18585, -1.40617, -0.35495], [-0.15136, -0.33393, -3.86713], [-2.11770, -1.27089, -2.94759], [4.30892, 0.27159, -0.54400], [3.35430, 1.49347, 0.21246]],
  "atomic_forces_ev_per_a": [[-0.30, -0.08, 0.03], [0.04, 0.08, -0.09], [0.50, -0.20, 0.13], [-0.20, -0.14, -0.10], [0.02, 0.45, 0.16], [-0.17, -0.08, -0.10], [0.00, 0.13, -0.01], [0.13, -0.17, -0.04], [0.64, 0.90, -0.62], [0.94, -0.13, -0.53], [-1.01, 0.50, -0.28], [0.90, 0.05, 0.96], [-0.02, -0.71, 1.33], [-0.73, -0.87, -1.03], [-0.44, 0.59, -1.37], [1.21, 1.05, 0.95], [-0.15, -0.20, 0.30], [-0.34, -0.72, 0.14], [-0.52, 0.20, 0.11], [-0.24, 0.00, 0.04], [-0.21, 0.38, -0.33], [0.08, 0.00, 0.06], [0.39, -0.77, -0.23], [-0.28, -0.02, 0.28], [0.07, -0.24, 0.30], [-0.32, -0.01, -0.05]],
  "nbo_charge": [-0.614, -0.617, 0.202, 0.205, 0.205, 0.206, 0.212, 0.202, -0.436, -0.610, 0.013, -0.228, -0.231, -0.203, -0.202, -0.221, 0.220, 0.217, 0.209, 0.206, 0.213, 0.212, 0.206, 0.217, 0.206, 0.211]
}

=====

Record 4
{
  "formula": "C5H8N2O5",
  "method": "the ωB97M-V functional and the def2-TZVPD basis",
  "relative_energy_kcal_mol": 44.28,
  "homo_energy_ha": -0.2709,
  "spin_multiplicity": 1,
  "homo_lumo_gap_ev": 7.9,
  "symbols": ["C", "C", "C", "C", "C", "N", "N", "O", "O", "O", "O", "O", "H", "H", "H", "H", "H", "H", "H", "H"],
  "coordinates": [[-0.60975, -0.37333, 0.93063], [4.10119, -0.01106, 0.71651], [-1.37771, 1.56921, -0.06033], [0.57715, 0.16141, 0.14890], [-0.18939, 0.99751, -0.80768], [-2.45531, -2.09459, 0.35771], [-1.35923, -1.99093, -0.13172], [4.00742, -1.14297, 0.65131], [4.20625, 1.14295, 0.84734], [-1.55910, 0.55264, 0.92281], [1.40832, -0.81034, -0.45699], [-0.68695, 0.06299, -1.82862], [-2.25825, 1.67388, -0.65377], [-1.07447, 2.44326, 0.51299], [1.16493, 0.70170, 0.93366], [0.35462, 1.87270, -1.23692], [-3.19178, -2.78396, 0.07790], [-0.53883, -0.77800, 1.89995], [0.97920, -1.01777, -1.28483], [-1.49830, -0.17532, -1.53886]],
  "atomic_forces_ev_per_a": [[-0.44, -1.79, -2.18], [0.18, 2.06, 0.51], [2.05, -1.09, 1.01], [0.50, -1.14, 1.67], [-0.49, 1.67, -2.54], [-0.45, 1.22, 1.20], [-0.07, 0.84, 1.18], [0.03, -1.93, -0.23], [-0.11, -0.23, -0.26], [-2.06, 0.05, 1.11], [0.02, 0.99, 0.82], [4.73, 2.74, -1.04], [-0.55, 0.34, -0.35], [-0.35, 0.47, -0.37], [-0.08, 0.07, -0.97], [-0.07, -1.12, -0.31], [1.27, -0.26, -0.86], [0.34, -0.95, 0.91], [-0.39, -0.38, -0.51], [-4.06, -1.58, 1.20]],
  "nbo_charge": [0.237, 1.026, -0.094, -0.001, 0.032, -0.398, -0.161, -0.483, -0.542, -0.491, -0.698, -0.702, 0.205, 0.195, 0.196, 0.204, 0.325, 0.190, 0.496, 0.465]
}

=====

no.,E_tot (Eh)
1,-5242.3812
2,-1644.7139
3,-390.6039
4,-680.9187